The following is a DFT calculation (ωB97M-V/def2-TZVPD) of C20H16Al2B3Br8O24 as an isolated structure at a distorted geometry.

```
73
Properties=species:S:1:pos:R:3:mulliken_charge:R:1
Al 2.892 -1.328 -4.468 1.1132
Al -3.670 -2.256 4.207 1.0464
O -5.813 -1.421 -0.534 -0.4883
C -4.609 -1.195 -0.753 -0.1117
O -4.054 -0.595 -1.853 -0.5776
B -2.593 -0.533 -1.646 0.6985
O -2.391 -1.317 -0.388 0.7573
C -3.512 -1.642 0.145 0.7412
O -3.706 -2.212 1.281 -0.6273
O -2.137 0.792 -1.534 -0.4636
C -0.969 0.974 -2.120 0.6003
O -0.227 1.965 -2.131 -0.5594
C -0.736 -0.286 -2.984 0.6332
O -1.691 -1.106 -2.696 -0.4682
O 0.258 -0.490 -3.668 -0.5436
O -0.928 -1.108 4.150 -0.6546
C -0.370 -0.562 3.186 0.3770
O 0.879 -0.641 2.668 -0.4109
B 0.909 0.197 1.409 0.9286
O -0.356 0.928 1.431 -0.4107
C -1.203 0.372 2.316 0.3638
O -2.397 0.468 2.489 -0.4853
O 2.036 1.169 1.392 -0.6078
C 2.609 1.216 0.210 0.4053
O 3.524 1.934 -0.155 -0.6833
C 1.989 0.020 -0.615 -0.1185
O 1.051 -0.581 0.147 0.3625
O 2.294 -0.254 -1.767 -0.1762
O 0.573 -3.239 -3.514 -0.5843
C 0.627 -3.684 -2.352 0.7546
O -0.253 -4.187 -1.593 -0.4709
B 0.310 -4.398 -0.167 0.6395
O 1.744 -4.260 -0.407 -0.4355
C 1.917 -3.705 -1.598 0.5477
O 2.906 -3.094 -1.986 -0.4817
O -0.260 -3.409 0.828 0.9704
C -0.871 -4.149 1.743 0.4638
O -1.477 -3.637 2.721 -0.5413
C -0.627 -5.606 1.491 0.1621
O 0.050 -5.718 0.419 -0.5028
O -0.995 -6.475 2.290 -0.4712
Br 4.869 -1.392 0.062 0.0865
C 4.484 -2.950 1.109 -0.5696
C 3.315 -2.663 1.999 0.1473
Br 2.793 -4.311 2.902 0.0522
H 5.337 -3.115 1.768 0.5287
H 4.346 -3.835 0.487 0.3736
H 2.523 -2.207 1.406 -0.6654
H 3.601 -1.918 2.742 0.6255
Br 2.238 2.290 -4.373 0.0384
C 3.510 3.814 -4.213 -0.5765
C 3.606 4.300 -2.802 -0.3985
Br 1.984 5.276 -2.288 0.0596
H 3.405 4.602 -4.958 0.4588
H 4.485 3.393 -4.457 0.3718
H 4.406 4.990 -2.534 0.4948
H 3.733 3.464 -2.114 0.0970
Br -1.590 4.438 2.253 0.0289
C 0.129 3.889 1.493 0.2049
C 1.146 5.053 1.204 -0.6095
Br 1.870 5.975 2.775 0.0845
H -0.135 3.453 0.530 -0.0323
H 0.664 3.202 2.149 0.2652
H 0.730 5.854 0.593 0.5212
H 1.971 4.695 0.587 0.2251
Br -5.641 0.346 2.619 0.0055
C -6.169 1.823 1.399 -0.5943
C -4.914 2.352 0.634 -0.1749
Br -5.298 4.032 -0.330 0.0771
H -6.628 2.689 1.877 0.5340
H -6.857 1.484 0.624 0.4285
H -4.564 1.580 -0.051 0.0388
H -4.069 2.448 1.315 0.1824
```

HOMO-LUMO gap = 1.975 eV
HOMO = -16.63 eV
total charge = +3

The following is a DFT calculation (ωB97M-V/def2-TZVPD) of C3HKO3 as an isolated structure at a distorted geometry.

```
8
Properties=species:S:1:pos:R:3:mulliken_charge:R:1
O 3.224 0.268 0.024 -0.5217
C 2.045 0.228 0.162 1.1053
C 0.786 -0.060 0.306 -1.3047
O -0.214 0.759 -0.267 -0.1575
C -1.390 0.189 -0.346 -0.2163
O -2.231 0.536 0.503 -0.3253
K 0.215 -2.771 0.425 0.8874
H -2.436 0.852 -0.808 0.5328
```

HOMO-LUMO gap = 5.498 eV
energy relative to the best compared isomer or geometry (same formula, charge and spin) = 99.3 kcal per mole
HOMO = -6.50 eV

The following is a DFT calculation (ωB97M-V/def2-TZVPD) of a 3-piece molecular cluster, C13H25N2O3S overall at a distorted geometry.

```
44
Properties=species:S:1:pos:R:3:mulliken_charge:R:1
S 5.717 2.769 3.855 -0.2582
C 4.989 2.201 2.608 0.6477
N 4.501 1.900 1.525 -0.5517
C 3.256 2.540 1.124 -0.0021
C 3.210 4.053 1.258 -0.6130
O 1.889 4.442 0.928 -0.4231
C 1.029 4.166 2.041 -0.4099
C 1.364 2.838 2.740 -0.6212
N 2.044 1.912 1.781 -0.0316
H 3.130 2.319 0.065 0.3954
H 3.947 4.494 0.592 0.3875
H 3.417 4.422 2.269 0.4092
H 0.021 4.107 1.633 0.3612
H 1.126 5.010 2.726 0.3423
H 0.490 2.342 3.159 0.3895
H 2.057 2.978 3.570 0.3667
H 1.365 1.708 1.045 0.2600
H 2.299 1.019 2.213 0.3438
C 0.500 -3.088 0.221 -0.6908
C -0.553 -2.070 -0.206 -0.2187
C -0.277 -0.921 0.750 -0.3978
O 1.134 -0.957 1.043 -0.3259
C 1.684 -2.200 0.564 -0.5279
H 0.734 -3.821 -0.547 0.3387
H 0.160 -3.622 1.111 0.3023
H -0.371 -1.757 -1.235 0.0830
H -1.572 -2.439 -0.142 0.2706
H -0.823 -1.044 1.690 0.2783
H -0.536 0.053 0.322 0.2771
H 2.291 -1.986 -0.320 0.3053
H 2.329 -2.629 1.331 0.3194
C -4.099 -1.414 -3.740 -0.5786
C -4.913 -2.522 -3.080 -0.5518
C -3.823 -3.486 -2.638 -0.4091
O -2.663 -2.690 -2.355 -0.3757
C -2.867 -1.363 -2.849 -0.3777
H -4.620 -0.460 -3.797 0.3387
H -3.818 -1.710 -4.752 0.2701
H -5.442 -2.127 -2.209 0.2639
H -5.644 -2.984 -3.741 0.3416
H -3.568 -4.191 -3.436 0.2586
H -4.096 -4.055 -1.749 0.2665
H -3.026 -0.698 -1.991 0.2325
H -1.973 -1.034 -3.382 0.3149
```

HOMO-LUMO gap = 8.278 eV
energy relative to the best compared isomer or geometry (same formula, charge and spin) = 0.0 kcal per mole
HOMO = -11.48 eV
total charge = +1

The following is a DFT calculation (ωB97M-V/def2-TZVPD) of C28H32AsMnN5S5 as an isolated structure at a distorted geometry.

```
72
Properties=species:S:1:pos:R:3:mulliken_spin:R:1
Mn 10.124 11.560 8.187 4.7694
S 12.306 15.293 9.592 0.0100
As 11.912 14.150 7.779 0.0025
S 12.526 12.053 8.079 0.0701
S 9.725 13.784 7.543 0.0449
S 12.510 15.058 5.937 0.0122
S 5.104 11.753 6.941 -0.0003
C 5.025 10.121 7.158 0.0014
N 6.117 9.334 7.309 0.0015
C 6.113 8.093 7.871 0.0008
C 4.962 7.522 8.165 0.0008
C 3.754 8.210 7.798 0.0005
C 3.754 9.403 7.203 -0.0002
H 7.038 9.810 7.297 0.0285
H 7.110 7.664 8.025 -0.0021
H 4.961 6.585 8.665 0.0000
H 2.788 7.716 7.935 0.0001
H 2.903 9.916 6.846 0.0001
C 11.099 13.190 12.346 -0.0017
C 10.565 13.088 11.046 0.0151
N 10.214 11.880 10.570 0.0341
C 10.246 10.810 11.359 -0.0264
C 10.753 10.854 12.647 0.0031
C 11.210 12.060 13.116 0.0016
C 10.863 9.599 13.425 -0.0036
C 11.530 8.545 13.040 0.0048
C 12.511 8.430 11.900 -0.0019
C 12.861 7.167 11.420 0.0016
C 13.823 7.050 10.493 -0.0002
N 14.477 8.098 9.961 -0.0002
C 14.023 9.289 10.402 0.0006
N 13.125 9.514 11.354 -0.0019
H 11.358 14.163 12.699 0.0002
H 10.460 13.930 10.415 -0.0112
H 9.928 9.840 10.957 0.0001
H 11.694 12.141 14.103 0.0001
H 10.128 9.452 14.230 -0.0003
H 11.393 7.662 13.637 0.0002
H 12.409 6.255 11.819 0.0000
H 14.153 6.053 10.117 0.0000
H 14.423 10.201 10.004 0.0007
C 6.220 9.983 10.828 0.0002
C 7.451 9.174 10.385 0.0903
C 7.810 7.955 10.889 0.0279
C 8.937 7.266 10.356 -0.0062
C 9.440 6.032 11.027 0.0022
C 9.644 7.786 9.264 -0.0507
C 9.232 9.030 8.647 -0.2317
C 8.195 9.688 9.342 0.0645
N 9.682 9.644 7.536 0.1087
C 10.445 9.011 6.464 0.0517
C 11.934 8.754 6.815 0.0048
C 9.783 7.702 5.982 0.0019
C 10.402 10.051 5.357 0.0374
H 5.424 9.968 10.067 -0.0004
H 6.496 11.014 10.972 0.0005
H 5.829 9.479 11.734 -0.0001
H 7.204 7.467 11.666 0.0014
H 9.989 6.350 11.946 -0.0013
H 10.143 5.496 10.403 0.0001
H 8.627 5.391 11.301 -0.0003
H 10.441 7.202 8.838 0.0047
H 7.863 10.710 9.008 -0.0400
H 12.035 8.082 7.676 0.0005
H 12.486 9.686 7.048 -0.0041
H 12.453 8.279 6.015 -0.0004
H 9.594 6.927 6.759 -0.0010
H 10.327 7.240 5.154 0.0001
H 8.810 7.934 5.533 -0.0011
H 10.686 11.038 5.778 -0.0089
H 9.391 10.105 4.952 -0.0045
H 11.183 9.821 4.609 -0.0007
```

⟨S²⟩ = 8.76
HOMO-LUMO gap (spin up / spin down) = 4.825 / 4.851 eV
multiplicity = 6
HOMO (spin up / spin down) = -1.05 / -1.07 eV
total charge = -2

The following is a DFT calculation (ωB97M-V/def2-TZVPD) of C5H13N2P as an isolated structure at a distorted geometry.

```
21
Properties=species:S:1:pos:R:3:mulliken_charge:R:1
C -2.301 -0.011 -0.603 -0.7111
C -1.644 -0.760 0.577 -0.6181
C -1.184 0.828 -1.098 -0.5330
C -0.606 0.277 1.251 -0.5782
C -0.178 1.051 0.043 0.2924
N 2.696 -0.782 0.432 -0.2899
N 1.730 -1.589 -0.195 -0.6196
P 1.281 1.886 -0.032 -0.3480
H -2.947 -0.601 -1.331 0.3105
H -3.096 0.636 -0.233 0.2582
H -2.394 -1.025 1.368 0.3325
H -0.978 -1.580 0.303 0.3190
H -0.527 0.100 -1.867 0.1911
H -1.418 1.799 -1.481 0.4541
H -1.125 0.745 1.995 0.5011
H 0.166 -0.413 1.691 0.1444
H 2.825 -0.715 1.424 0.3244
H 3.634 -0.676 -0.030 0.3607
H 2.254 -1.960 -1.037 0.1060
H 1.504 2.311 -1.442 0.0162
H 2.305 0.481 0.267 0.0873
```

HOMO-LUMO gap (spin up / spin down) = 6.577 / 6.590 eV
energy relative to the best compared isomer or geometry (same formula, charge and spin) = 112.1 kcal per mole
HOMO (spin up / spin down) = -6.66 / -6.67 eV

The following is a DFT calculation (ωB97M-V/def2-TZVPD) of C28H36HoP2Si as an isolated structure at a distorted geometry.

```
68
Properties=species:S:1:pos:R:3:mulliken_spin:R:1
C 0.647 1.548 -0.327 -0.0010
C -0.419 1.787 -1.236 -0.0122
C -1.581 2.178 -0.498 -0.0092
H -0.338 1.781 -2.318 0.0011
C -1.222 2.227 0.878 -0.0057
C 0.163 1.861 0.984 -0.0127
H 0.785 1.990 1.867 0.0004
H 1.672 1.262 -0.586 0.0000
H -2.543 2.459 -0.922 -0.0009
H -1.846 2.571 1.703 0.0016
Ho -1.088 -0.127 0.159 4.0938
C -1.465 -2.816 -3.148 0.0004
H -2.323 -2.533 -2.535 0.0002
H -1.189 -3.863 -2.949 0.0003
H -1.735 -2.733 -4.208 0.0000
Si 0.100 -1.713 -2.962 -0.0107
C 1.588 -1.421 -4.075 -0.0002
C 2.266 -0.210 -3.839 0.0001
H 1.752 0.639 -3.378 0.0002
C 3.627 -0.096 -4.161 -0.0003
H 4.154 0.844 -3.974 0.0000
C 4.308 -1.191 -4.706 0.0000
H 5.373 -1.115 -4.931 -0.0001
C 3.624 -2.387 -4.958 0.0000
H 4.156 -3.243 -5.383 0.0001
C 2.259 -2.510 -4.651 0.0006
H 1.719 -3.441 -4.825 -0.0001
C -1.037 -0.244 -3.656 -0.0054
C -0.667 0.520 -4.763 -0.0010
H 0.222 0.259 -5.346 -0.0001
C -1.444 1.630 -5.140 -0.0003
H -1.114 2.241 -5.986 -0.0001
C -2.624 1.932 -4.460 0.0001
H -3.241 2.774 -4.766 0.0000
C -3.045 1.115 -3.405 0.0005
H -3.980 1.308 -2.877 -0.0001
C -2.269 0.024 -3.022 0.0028
H -2.665 -0.636 -2.232 -0.0001
H -0.069 -0.802 -1.596 -0.0045
H 1.181 -2.177 -2.026 -0.0066
C -1.180 -4.192 0.092 -0.0010
P -0.291 -2.808 0.862 -0.0127
C 1.465 -3.238 0.564 -0.0006
C -0.427 -3.261 2.649 -0.0033
C -0.492 -4.578 3.102 -0.0004
C -0.471 -4.841 4.475 -0.0004
C -0.388 -3.796 5.395 0.0003
C -0.343 -2.467 4.949 -0.0006
C -0.368 -2.197 3.582 0.0004
P -0.148 -0.521 2.852 -0.0099
C -0.829 0.554 4.147 -0.0014
C 1.659 -0.341 3.108 -0.0007
H -1.348 -3.990 -0.971 0.0001
H -2.148 -4.306 0.596 0.0000
H -0.593 -5.113 0.210 -0.0002
H 2.121 -2.671 1.236 0.0002
H 1.597 -4.312 0.751 -0.0003
H 1.730 -3.007 -0.475 -0.0008
H -0.555 -5.402 2.390 0.0000
H -0.515 -5.875 4.816 -0.0001
H -0.357 -4.004 6.462 0.0000
H -0.280 -1.656 5.674 0.0000
H -0.119 0.604 4.981 0.0000
H -0.996 1.557 3.741 0.0005
H -1.787 0.140 4.484 -0.0001
H 1.821 0.008 4.134 0.0000
H 2.160 -1.303 2.964 0.0002
H 2.072 0.386 2.403 -0.0001
```

⟨S²⟩ = 6.01
HOMO-LUMO gap (spin up / spin down) = 6.003 / 6.082 eV
energy relative to the best compared isomer or geometry (same formula, charge and spin) = 0.0 kcal per mole
multiplicity = 5
HOMO (spin up / spin down) = -9.88 / -9.88 eV
total charge = +1

The following is a DFT calculation (ωB97M-V/def2-TZVPD) of a 2-piece molecular cluster, C2H8N2O2 overall at a distorted geometry.

```
14
Properties=species:S:1:pos:R:3:mulliken_charge:R:1
C -0.384 -0.321 0.089 -0.6880
N 0.240 0.870 0.851 -0.3113
C 0.390 0.547 2.209 0.5413
N 0.891 1.467 3.159 -0.4408
O 0.110 -0.539 2.634 -0.5842
H -1.417 0.002 -0.070 0.2342
H 0.208 -0.463 -0.874 0.2926
H -0.092 -1.298 0.637 0.2544
H 0.851 1.280 0.245 0.2553
H 1.124 2.446 2.991 0.1948
H 0.697 1.205 4.208 0.2522
O -0.972 -1.318 -5.380 -0.6280
H -0.549 -1.808 -4.694 0.3009
H -1.097 -2.070 -6.004 0.3268
```

HOMO-LUMO gap = 10.472 eV
energy relative to the best compared isomer or geometry (same formula, charge and spin) = 35.0 kcal per mole
SMILES = CNC(N)=O.O
HOMO = -9.75 eV

The following is a DFT calculation (ωB97M-V/def2-TZVPD) of a 2-piece molecular cluster, C5H17N2O overall at a distorted geometry.

```
25
Properties=species:S:1:pos:R:3:mulliken_charge:R:1
C 0.285 0.931 -0.795 -0.5958
N -0.305 1.114 0.516 -0.2898
C -1.756 1.386 0.596 -0.4370
C -2.072 2.850 0.756 -1.2827
C 0.567 -0.607 -1.056 -1.0279
N 0.863 -1.248 0.257 0.0584
C 2.277 -1.061 0.680 -0.9570
H -0.351 1.310 -1.587 0.3928
H 1.264 1.396 -0.790 0.4079
H 0.152 1.746 1.147 0.2018
H -2.287 0.973 -0.265 0.3404
H -2.148 0.864 1.469 0.3197
H -3.090 3.051 1.061 0.3901
H -1.974 3.503 -0.119 0.3139
H -1.467 3.365 1.503 0.3409
H 1.416 -0.765 -1.700 0.5009
H -0.367 -0.988 -1.466 0.4221
H 0.674 -2.253 0.181 0.4648
H 0.210 -0.728 0.859 0.3925
H 2.388 -0.438 1.567 0.3408
H 2.852 -0.683 -0.156 0.3172
H 2.709 -2.044 0.890 0.4071
H 0.144 -4.640 -0.940 0.3179
H -0.354 -3.321 -1.551 0.3212
O 0.371 -3.713 -1.056 -0.6604
```

HOMO-LUMO gap = 10.404 eV
energy relative to the best compared isomer or geometry (same formula, charge and spin) = 19.3 kcal per mole
HOMO = -13.15 eV
total charge = +1

Repeat the eighth record exactly.
The following is a DFT calculation (ωB97M-V/def2-TZVPD) of a 2-piece molecular cluster, C5H17N2O overall at a distorted geometry.

```
25
Properties=species:S:1:pos:R:3:mulliken_charge:R:1
C 0.285 0.931 -0.795 -0.5958
N -0.305 1.114 0.516 -0.2898
C -1.756 1.386 0.596 -0.4370
C -2.072 2.850 0.756 -1.2827
C 0.567 -0.607 -1.056 -1.0279
N 0.863 -1.248 0.257 0.0584
C 2.277 -1.061 0.680 -0.9570
H -0.351 1.310 -1.587 0.3928
H 1.264 1.396 -0.790 0.4079
H 0.152 1.746 1.147 0.2018
H -2.287 0.973 -0.265 0.3404
H -2.148 0.864 1.469 0.3197
H -3.090 3.051 1.061 0.3901
H -1.974 3.503 -0.119 0.3139
H -1.467 3.365 1.503 0.3409
H 1.416 -0.765 -1.700 0.5009
H -0.367 -0.988 -1.466 0.4221
H 0.674 -2.253 0.181 0.4648
H 0.210 -0.728 0.859 0.3925
H 2.388 -0.438 1.567 0.3408
H 2.852 -0.683 -0.156 0.3172
H 2.709 -2.044 0.890 0.4071
H 0.144 -4.640 -0.940 0.3179
H -0.354 -3.321 -1.551 0.3212
O 0.371 -3.713 -1.056 -0.6604
```

HOMO-LUMO gap = 10.404 eV
energy relative to the best compared isomer or geometry (same formula, charge and spin) = 19.3 kcal per mole
HOMO = -13.15 eV
total charge = +1